1.
DFT (the ωB97M-V functional and the def2-TZVPD basis) results for a cluster of 2 separate species, C2H10N2S in total.

Geometry as XYZ:
```
15
Properties=species:S:1:pos:R:3:forces:R:3:lowdin_charge:R:1
S -1.04281 1.35686 -1.75572 0.05 -0.01 0.08 0.67
N 0.26319 -0.14796 1.77050 0.06 0.12 0.01 -0.02
N 2.06535 -2.78319 1.22440 -0.08 -0.01 0.07 0.01
C -0.04123 0.84922 0.74845 0.04 -0.11 -0.11 -0.39
C -0.59544 0.13932 -0.47773 -0.04 0.05 0.08 -0.59
H 1.84037 -3.34086 0.40905 0.09 0.02 -0.03 0.01
H 1.08148 -0.68766 1.50093 -0.07 -0.10 0.04 0.02
H 0.82836 1.44906 0.44970 -0.04 0.05 0.00 0.10
H 3.02007 -2.99126 1.49009 0.01 -0.05 -0.06 0.01
H -0.79388 1.53155 1.13878 -0.07 0.09 0.05 0.10
H -1.47132 -0.43975 -0.18973 0.03 0.00 -0.01 0.07
H 0.16436 -0.53148 -0.87077 0.03 -0.09 -0.06 0.06
H 0.47709 0.31101 2.64705 0.02 -0.03 0.01 0.06
H 1.46785 -3.12271 1.97053 0.01 0.06 0.01 0.02
H -1.38018 0.45806 -2.68502 -0.04 0.00 -0.08 -0.16
```
Forces are in eV/Å.

Computed properties:
relative energy (zero: lowest compared OMol25 entry of this formula, charge and spin): 0.0 kcal/mol
2S+1: 1
frontier orbital gap: 9.749 eV
E_tot: -589.8868 Eh
HOMO: -8.8 eV



2.
DFT (the ωB97M-V functional and the def2-TZVPD basis) results for the molecule C3H4N2.

Geometry as XYZ:
```
9
Properties=species:S:1:pos:R:3:forces:R:3:lowdin_charge:R:1
N 0.61507 -0.73954 0.51286 0.60 0.12 -0.09 0.03
N -1.02947 0.14084 -0.67352 0.54 0.00 -0.13 0.05
C -0.50243 -0.96868 -0.21454 -0.27 0.00 -0.72 -0.23
C 0.87919 0.61595 0.44675 -0.26 -0.59 0.05 -0.11
C -0.15872 1.11895 -0.27212 0.12 0.50 0.15 -0.18
H 1.80219 1.04146 0.79979 -0.19 0.06 0.29 0.10
H 1.12817 -1.40772 1.06015 0.07 -0.10 -0.23 0.14
H -0.73177 -1.91661 -0.67884 -0.33 -0.31 0.83 0.12
H -0.27069 2.14793 -0.53705 -0.28 0.31 -0.15 0.09
```
Forces are in eV/Å.

Computed properties:
relative energy (zero: lowest compared OMol25 entry of this formula, charge and spin): 5.6 kcal/mol
2S+1: 1
frontier orbital gap: 9.849 eV
E_tot: -226.2163 Eh
HOMO: -8.9 eV



3.
DFT (the ωB97M-V functional and the def2-TZVPD basis) results for a cluster of 2 separate species, C9H14O in total at a distorted geometry.

Geometry as XYZ:
```
24
Properties=species:S:1:pos:R:3:forces:R:3:lowdin_charge:R:1
O -2.96887 2.90846 -1.17601 -0.10 -0.07 -0.18 0.04
C -2.19158 2.11823 -0.36521 0.24 1.54 0.08 -0.32
C 0.15152 -0.60065 1.93680 -1.37 -0.19 0.22 -0.05
C 2.56358 -2.35920 -0.59856 -0.12 0.67 -0.97 -0.15
C 2.24120 -1.81871 -2.01173 -0.41 -0.76 0.01 -0.16
C -0.72494 0.44312 1.28638 0.60 0.21 0.04 -0.29
C -2.84756 1.26081 0.48976 0.02 -0.41 -0.32 -0.02
C -0.81901 2.34233 -0.23394 -0.50 -0.69 0.32 -0.02
C -0.11390 1.47647 0.58280 0.29 0.35 -0.23 -0.06
C -2.10878 0.40111 1.28707 -0.08 -0.23 0.14 -0.04
H 3.46110 -1.93253 -0.16045 0.01 0.19 0.07 0.06
H 0.95205 1.65461 0.66449 0.08 -0.26 0.09 0.11
H -2.42439 3.42344 -1.78470 0.02 -0.16 0.23 0.10
H -2.61059 -0.32301 1.91950 -0.07 0.01 -0.06 0.11
H 1.06843 -0.17427 2.33290 0.13 -0.23 -0.10 0.08
H -0.32077 3.18710 -0.68473 -0.04 0.00 -0.32 0.11
H 0.30011 -1.37742 1.19552 0.64 -0.02 -0.15 0.05
H -0.40329 -1.14533 2.71093 0.20 0.38 0.23 0.08
H 1.68664 -2.11408 -0.00778 0.32 -0.32 0.52 0.02
H 2.73112 -3.42640 -0.67366 -0.25 -0.26 0.26 0.06
H 1.17816 -1.99690 -2.18046 -0.16 0.32 0.01 0.06
H 2.68109 -2.44364 -2.78215 0.57 0.21 -0.16 0.05
H 2.44359 -0.76535 -2.20313 0.13 -0.09 0.19 0.06
H -3.92491 1.26184 0.45636 -0.15 -0.17 0.09 0.12
```
Forces are in eV/Å.

Computed properties:
relative energy (zero: lowest compared OMol25 entry of this formula, charge and spin): 11.1 kcal/mol
2S+1: 1
frontier orbital gap: 9.229 eV
E_tot: -426.5551 Eh
HOMO: -8.4 eV



4.
DFT (the ωB97M-V functional and the def2-TZVPD basis) results for a structure of composition C22H22N6OSSn.

Geometry as XYZ:
```
53
Properties=species:S:1:pos:R:3:forces:R:3:lowdin_charge:R:1
Sn -0.22969 2.07422 0.54704 0.03 0.09 -0.10 1.46
S -3.09046 2.11453 2.76809 -0.09 0.04 -0.14 1.07
O -1.82279 2.16600 1.82180 0.08 -0.12 0.28 -0.82
N -3.51272 0.12514 -2.76591 0.00 0.01 0.01 0.17
N 2.19347 0.46691 1.79297 -0.11 0.06 -0.05 0.12
N 3.57488 -3.83047 -5.56859 -0.02 0.03 0.04 0.29
N -1.70798 1.15066 -0.94808 0.01 -0.06 -0.07 -0.05
N 4.05986 -1.16874 2.63615 0.03 0.03 0.10 0.26
N 0.64795 -0.22017 -0.45891 0.02 -0.07 -0.03 0.08
C 3.80477 -0.18365 3.42790 -0.03 0.15 -0.06 0.06
C 3.53156 -1.45895 1.49573 -0.21 0.02 -0.13 0.07
C -3.28475 4.85285 2.81266 0.01 0.00 0.01 -0.10
C -2.67049 0.91889 4.03461 -0.01 0.03 0.00 -0.37
C 1.86767 -0.76839 -0.29645 0.00 0.01 0.03 -0.18
C -2.57000 -0.48691 3.46730 0.02 -0.01 0.02 -0.11
C -0.00175 -0.46108 -1.60085 -0.03 0.14 -0.03 -0.17
C -3.83186 1.15454 -2.00120 -0.02 -0.04 -0.02 -0.02
C 2.38942 -4.27144 -5.24844 0.05 -0.01 -0.03 0.04
C 2.55789 -0.52873 1.00134 0.14 -0.14 0.09 -0.12
C 4.32507 -2.86583 -5.11084 -0.01 -0.05 -0.05 0.04
C 1.78959 -3.56913 -4.20323 0.00 0.01 0.02 0.07
C 3.75206 -2.15638 -4.05577 -0.02 0.01 0.02 0.06
C -3.00690 3.64737 3.69684 -0.01 -0.02 0.00 -0.37
C -2.92853 1.66943 -1.07220 0.05 0.05 0.03 -0.06
C 2.47768 -2.50999 -3.60669 -0.02 0.00 0.00 -0.12
C -1.36160 0.12457 -1.74758 -0.01 -0.12 0.00 -0.18
C 0.56595 -1.20649 -2.64244 0.00 -0.02 0.05 0.10
C 2.75196 0.66856 2.96310 0.15 -0.11 0.01 0.02
C -2.29357 -0.38655 -2.63979 0.01 0.05 0.01 -0.01
C 1.83366 -1.74097 -2.49360 -0.02 0.01 -0.05 -0.10
C 2.49117 -1.52372 -1.28096 -0.03 0.06 0.06 0.08
H -4.82156 1.58204 -2.10849 0.00 0.00 -0.02 0.15
H 0.03225 -1.32266 -3.57563 0.01 0.00 0.00 0.14
H -2.31983 -1.17568 4.27277 -0.02 0.00 0.01 0.10
H 3.48186 -1.93188 -1.12952 0.01 0.02 0.03 0.14
H -3.78238 3.51721 4.45900 0.00 0.03 0.00 0.12
H 5.29527 -2.66855 -5.55885 0.00 0.00 0.01 0.18
H -1.76234 1.26457 4.53126 0.01 -0.01 -0.02 0.11
H -2.06881 -1.24531 -3.25937 -0.04 -0.01 -0.01 0.13
H -4.29722 4.83138 2.41236 0.00 0.00 -0.01 0.09
H -2.03481 3.67764 4.19202 0.01 0.01 -0.02 0.11
H -1.78696 -0.56197 2.70954 0.00 0.01 0.00 0.06
H 0.81204 -3.89211 -3.86965 0.00 0.00 0.00 0.15
H -3.51529 -0.81271 3.03494 0.01 0.01 -0.01 0.09
H 1.95979 -5.11977 -5.77469 0.00 0.00 0.00 0.18
H -3.50163 1.00549 4.74156 0.01 -0.02 0.01 0.12
H -3.19236 2.50161 -0.43257 0.00 0.00 0.00 0.12
H 3.68163 -2.44344 1.06353 0.06 0.01 0.00 0.17
H -2.57148 4.92866 1.99177 0.01 0.01 0.01 0.07
H 4.43793 0.07374 4.27449 0.00 -0.06 0.02 0.18
H -3.18378 5.75436 3.41503 -0.02 0.00 0.00 0.10
H 4.30851 -1.32586 -3.64132 0.00 0.00 0.00 0.15
H 2.52766 1.56713 3.52784 -0.01 0.01 0.01 0.16
```
Forces are in eV/Å.

Computed properties:
2S+1: 1
net charge: +4
frontier orbital gap (alpha / beta): 6.544 / 5.069 eV
E_tot: -1866.2131 Eh
HOMO (alpha / beta): -20.5 / -20.5 eV



5.
DFT (the ωB97M-V functional and the def2-TZVPD basis) results for the molecule C3H8P2 at a distorted geometry.

Geometry as XYZ:
```
13
Properties=species:S:1:pos:R:3:forces:R:3:lowdin_charge:R:1
P 1.62725 -0.16502 0.38295 -0.87 -3.70 -0.99 0.58
P 4.26780 -0.18146 -0.02527 -1.43 -0.07 -0.02 0.09
C -0.86726 1.26239 -0.27563 -0.46 2.30 0.21 -0.21
C -1.15182 -1.11494 -0.28850 -2.36 -0.80 -2.16 -0.21
C -0.40805 -0.01329 0.25626 1.81 0.58 1.41 -0.52
H 1.77645 -1.19414 1.45441 -0.42 0.56 -1.52 -0.05
H -2.24051 -1.23921 0.16106 2.35 0.28 -0.54 0.14
H -1.00022 1.22360 -1.35492 0.06 0.09 -0.39 0.07
H 1.90640 0.69902 1.28041 0.33 3.25 2.30 -0.20
H -0.11419 2.03482 -0.04002 -0.61 0.12 -0.16 0.06
H -1.90255 1.62853 0.08768 1.58 -0.90 -0.07 0.12
H -0.54475 -1.98202 -0.20359 -0.14 -1.36 0.22 0.04
H -1.34855 -0.95828 -1.43484 0.16 -0.35 1.71 0.11
```
Forces are in eV/Å.

Computed properties:
relative energy (zero: lowest compared OMol25 entry of this formula, charge and spin): 132.1 kcal/mol
2S+1: 1
frontier orbital gap (alpha / beta): 5.736 / 5.650 eV
E_tot: -801.5409 Eh
HOMO (alpha / beta): -6.9 / -6.9 eV